{"formula": "C10H23BrCl14IO3PSi", "method": "wB97M-V/def2-TZVPD", "elements": ["C", "C", "C", "I", "Si", "Br", "P", "O", "O", "O", "H", "H", "H", "H", "H", "H", "H", "H", "H", "Cl", "C", "Cl", "H", "H", "Cl", "C", "Cl", "H", "H", "Cl", "C", "Cl", "H", "H", "Cl", "C", "Cl", "H", "H", "Cl", "C", "Cl", "H", "H", "Cl", "C", "Cl", "H", "H", "Cl", "C", "Cl", "H", "H"], "positions_angstrom": [[-4.5747, 1.1461, -0.0771], [-3.3319, 0.9185, -0.9167], [-2.3732, -0.0308, -0.1650], [-1.4990, -1.5075, -1.4499], [-1.1206, 1.0109, 0.7651], [-1.3017, 0.5119, 2.9445], [1.0522, 0.7087, 0.2574], [1.6276, -0.4089, 0.9677], [1.7752, 2.0803, 0.7434], [1.3201, 0.7249, -1.3249], [-4.3489, 1.2067, 0.9797], [-5.2997, 0.3568, -0.2143], [-5.0390, 2.0860, -0.3540], [-2.8356, 1.8452, -1.1571], [-3.6159, 0.4373, -1.8391], [-2.9178, -0.5948, 0.5714], [-1.3826, 2.4546, 0.6387], [1.9133, 2.6628, -0.0229], [2.2449, 1.0293, -1.4435], [-2.6147, -4.1978, 0.9220], [-3.2767, -3.5745, 2.4366], [-4.4494, -2.2751, 2.1658], [-3.7766, -4.3817, 2.9564], [-2.4630, -3.1800, 3.0330], [-2.0728, 0.9989, -6.7031], [-2.4402, -0.0373, -5.3188], [-4.0979, 0.1881, -4.7411], [-2.3194, -1.0708, -5.6173], [-1.7583, 0.2040, -4.5116], [-3.2300, 3.2191, -3.5896], [-3.6938, 4.8405, -3.0661], [-3.5036, 5.0466, -1.3178], [-3.0642, 5.5632, -3.5694], [-4.7341, 4.9979, -3.3204], [6.5362, 0.6012, 1.4818], [4.8341, 0.6780, 1.0152], [4.6294, 0.4996, -0.7359], [4.2927, -0.1256, 1.4985], [4.4316, 1.6371, 1.3128], [-0.3809, -0.5804, 8.0913], [-0.5824, -1.1445, 6.4292], [-2.2847, -1.2199, 5.9546], [-0.0718, -0.4570, 5.7660], [-0.1588, -2.1373, 6.3478], [2.0565, -3.3542, -2.4450], [1.9392, -1.9612, -3.5212], [0.5411, -2.0773, -4.5996], [1.8233, -1.0714, -2.9155], [2.8357, -1.9115, -4.1264], [9.8125, -3.6264, 2.8301], [9.2293, -2.0526, 2.2761], [10.2809, -0.7311, 2.8001], [9.1977, -2.0577, 1.1941], [8.2404, -1.8870, 2.6843]], "forces_ev_per_angstrom": [[0.0, 0.6, -0.1], [0.0, -0.9, 0.3], [0.3, 0.5, -0.3], [0.2, 0.2, 0.0], [-0.3, -0.2, 0.3], [0.2, 0.1, -0.4], [0.0, 0.5, 0.1], [0.5, -1.4, 0.8], [0.0, 0.3, -0.7], [0.2, 0.7, -0.2], [0.1, 0.1, 0.4], [-0.1, -0.3, 0.0], [-0.2, 0.2, -0.1], [0.1, 0.3, -0.2], [-0.1, 0.1, -0.5], [-0.2, -0.4, 0.2], [-0.1, 0.0, -0.1], [-0.1, 0.1, 0.5], [-0.3, -0.4, -0.2], [0.0, 0.0, 0.1], [0.1, 0.0, 0.0], [0.0, 0.0, 0.0], [-0.1, 0.0, 0.0], [0.0, 0.1, 0.0], [0.0, 0.0, 0.0], [0.1, 0.0, 0.1], [0.0, -0.1, 0.0], [0.0, 0.0, 0.0], [0.0, 0.0, 0.0], [0.0, 0.1, -0.1], [0.0, 0.0, 0.0], [0.0, 0.0, 0.0], [0.1, 0.0, 0.0], [0.0, 0.0, 0.0], [0.0, 0.0, 0.0], [-0.1, -0.1, 0.3], [0.1, 0.0, -0.2], [0.0, 0.0, -0.1], [0.0, 0.0, 0.0], [0.0, 0.0, 0.0], [0.1, 0.0, 0.0], [0.0, 0.0, 0.0], [0.0, 0.1, 0.0], [0.0, 0.0, 0.0], [0.0, 0.0, 0.0], [0.1, 0.0, 0.1], [0.0, 0.0, -0.1], [-0.1, 0.0, 0.1], [0.0, -0.1, -0.1], [0.0, 0.0, 0.0], [0.0, 0.0, 0.0], [0.0, 0.0, 0.0], [0.1, 0.0, 0.0], [0.0, 0.0, 0.1]], "homo_ev": -9.48, "fmax_ha_per_bohr": 0.0330, "smiles": "CC[C@@H](I)[Si@@H](Br)P(=O)(O)O.ClCCl.ClCCl.ClCCl.ClCCl.ClCCl.ClCCl.ClCCl", "lumo_energy_ha": -0.002, "charge": 0, "orbital_gap_ev": 9.423}